1.
# C5H3N3O

An isolated molecule of C5H3N3O in a non-equilibrium geometry (the ωB97M-V functional and the def2-TZVPD basis, the OMol25 dataset).

The geometry in XYZ format:
```
12
Properties=species:S:1:pos:R:3:mulliken_charge:R:1
N 0.901 -3.257 0.388 -0.44
C 0.575 -2.166 0.276 0.46
N 0.202 -0.901 0.148 -0.12
C 1.029 0.027 -0.345 0.07
C 0.616 1.328 -0.476 -0.68
C -0.720 1.627 -0.168 0.11
N -1.574 0.765 0.303 -0.58
C -1.296 -0.489 0.594 0.48
O -1.936 -1.343 1.100 -0.47
H 2.027 -0.290 -0.633 0.40
H 1.289 2.076 -0.853 0.36
H -1.114 2.624 -0.334 0.41
```

Properties
Highest occupied orbital energy = -0.361 Ha
ΔE to the lowest compared entry with this formula, charge and spin = 0.0 kJ/mol
Electronic energy = -431.8057 a.u.
Kohn-Sham gap = 8.853 eV


2.
# C17H43BKNO5

A structure of composition C17H43BKNO5 in a non-equilibrium geometry (the ωB97M-V functional and the def2-TZVPD basis, the OMol25 dataset).

The geometry in XYZ format:
```
68
Properties=species:S:1:pos:R:3:lowdin_spin:R:1
K -0.085 -1.195 -1.258 0.00
B -2.656 -2.414 -0.895 0.01
H -2.693 -1.871 -1.827 0.00
H -2.980 -1.799 -0.070 0.01
H -3.325 -3.256 -0.985 0.00
H -1.676 -2.834 -0.735 0.00
C 1.280 -3.531 1.498 0.00
O 1.751 -2.422 0.681 0.00
C 3.081 -2.584 0.217 0.00
C 4.199 -2.233 1.148 0.00
O 3.935 -0.989 1.808 0.00
C 5.044 -0.604 2.639 0.00
H 1.078 -4.444 0.937 0.00
H 0.444 -3.095 2.044 0.00
H 2.048 -3.835 2.210 0.00
H 3.048 -1.822 -0.563 0.00
H 3.218 -3.519 -0.326 0.00
H 5.119 -2.225 0.563 0.00
H 4.329 -3.030 1.880 0.00
H 5.905 -0.263 2.064 0.00
H 5.480 -1.369 3.281 0.00
H 4.799 0.295 3.205 0.00
C 3.089 -3.578 -3.153 0.00
O 2.426 -2.410 -3.552 0.00
C 3.404 -1.342 -3.726 0.00
C 2.747 0.042 -3.748 0.00
O 1.970 0.228 -2.538 0.00
C 1.791 1.638 -2.328 0.00
H 2.446 -4.433 -2.946 0.00
H 3.661 -3.469 -2.231 0.00
H 3.808 -3.966 -3.873 0.00
H 3.943 -1.514 -4.658 0.00
H 4.106 -1.389 -2.893 0.00
H 2.035 0.092 -4.571 0.00
H 3.426 0.880 -3.906 0.00
H 1.263 1.636 -1.375 0.00
H 1.171 2.099 -3.096 0.00
H 2.720 2.198 -2.220 0.00
C -5.197 0.941 0.463 0.01
C -4.111 1.982 0.562 0.04
C -4.398 2.653 1.891 0.00
C -3.227 3.495 2.547 0.00
C -2.046 2.598 2.690 0.00
C -1.551 1.862 1.425 0.04
N -2.757 1.319 0.651 0.64
O -2.417 0.472 -0.376 0.14
C -0.719 2.871 0.568 0.04
C -0.594 0.773 1.859 0.01
C -4.138 3.019 -0.572 0.04
H -6.213 1.324 0.553 0.00
H -4.992 0.079 1.098 0.00
H -5.117 0.470 -0.517 0.00
H -5.280 3.277 1.741 0.00
H -4.734 1.879 2.581 0.00
H -3.614 3.849 3.503 0.00
H -2.896 4.380 2.004 0.00
H -2.437 1.886 3.416 0.00
H -1.172 3.147 3.042 0.00
H -1.323 3.755 0.362 0.00
H 0.237 3.085 1.046 0.00
H -0.445 2.388 -0.370 0.00
H -1.108 -0.032 2.384 0.00
H -0.087 0.166 1.110 0.00
H 0.253 1.174 2.417 0.00
H -3.525 3.905 -0.405 0.00
H -5.151 3.399 -0.703 0.01
H -3.845 2.607 -1.538 0.00
H -2.747 -0.396 -0.132 0.02
```

Properties
2S+1 = 2
Highest occupied orbital energy (alpha / beta) = -0.435 / -0.435 Ha
Total charge = +1
Electronic energy = -1728.7885 a.u.
Kohn-Sham gap (alpha / beta) = 9.712 / 5.927 eV


3.
# C4H8NO4S

A cluster of 2 separate species, C4H8NO4S in total in a non-equilibrium geometry (the ωB97M-V functional and the def2-TZVPD basis, the OMol25 dataset).

The geometry in XYZ format:
```
18
Properties=species:S:1:pos:R:3:mulliken_charge:R:1
C 1.372 -0.222 1.596 0.64
C -1.097 -0.309 1.340 -1.69
C 0.447 0.239 -1.476 -0.87
C 0.088 0.462 1.030 0.74
N 0.217 1.764 1.220 -0.37
O 2.315 0.475 1.897 -0.77
O -2.047 -0.415 -1.959 -0.61
O 1.276 -1.425 1.745 -0.71
O -0.086 -1.118 -3.467 -0.50
S -0.714 -1.016 -1.833 0.51
H -1.403 -0.137 2.364 0.43
H -2.020 -0.304 0.765 0.38
H -0.890 -1.324 1.392 0.50
H 1.468 -0.313 -1.682 0.20
H 0.410 1.160 -1.954 0.42
H 1.196 2.056 1.369 0.24
H -0.461 2.397 1.552 0.17
H -0.072 -1.969 -3.898 0.27
```

Properties
Highest occupied orbital energy (alpha / beta) = -0.140 / -0.141 Ha
Total charge = -1
ΔE to the lowest compared entry with this formula, charge and spin = 222.0 kJ/mol
Electronic energy = -911.0631 a.u.
Kohn-Sham gap (alpha / beta) = 7.109 / 7.109 eV


4.
# C49H92N3O19

A cluster of 9 separate species, C49H92N3O19 in total in a non-equilibrium geometry (the ωB97M-V functional and the def2-TZVPD basis, the OMol25 dataset).

The geometry in XYZ format:
```
163
Properties=species:S:1:pos:R:3:mulliken_charge:R:1
C -1.150 -1.218 -0.062 1.23
C 0.127 -0.551 0.494 2.06
O 1.302 -1.008 -0.045 -1.23
H -1.354 -2.087 0.562 -0.40
H -0.943 -1.483 -1.104 -1.05
H -2.020 -0.546 -0.030 -0.48
H 0.218 -0.853 1.563 -0.32
H 0.050 0.562 0.398 -1.02
C 1.018 -7.505 -2.712 -1.63
C 0.273 -6.307 -2.170 0.91
C -0.573 -6.429 -0.883 -0.41
O -0.182 -5.313 -0.089 0.06
C 0.985 -4.775 -0.568 0.28
O 1.708 -4.003 -0.037 -0.42
O 1.311 -5.417 -1.726 -0.22
H 1.648 -7.256 -3.561 0.32
H 0.379 -8.358 -2.950 0.37
H 1.678 -7.848 -1.909 0.39
H -0.260 -5.787 -2.975 -0.14
H -0.325 -7.362 -0.365 0.31
H -1.631 -6.401 -1.127 0.18
C -2.568 -4.103 2.239 -0.88
C -1.545 -4.300 3.354 0.47
C -0.930 -5.695 3.533 -0.38
O 0.461 -5.422 3.669 -0.42
C 0.732 -4.175 3.203 0.21
O 1.788 -3.697 3.071 -0.44
O -0.424 -3.487 3.009 0.23
H -2.787 -3.036 2.198 0.12
H -3.521 -4.614 2.388 0.48
H -2.124 -4.430 1.301 -0.03
H -2.031 -3.956 4.275 0.22
H -1.201 -6.411 2.753 0.14
H -1.310 -6.116 4.468 0.38
C -1.396 -0.628 4.651 -2.06
C -1.808 0.673 3.983 2.18
C -2.991 1.288 4.743 -0.50
O -2.532 2.629 5.003 -0.45
C -1.264 2.794 4.543 -0.03
O -0.689 3.801 4.688 -0.54
O -0.845 1.690 3.914 0.64
H -2.060 -1.432 4.347 0.51
H -1.300 -0.553 5.740 0.46
H -0.370 -0.913 4.389 0.13
H -2.081 0.387 2.963 -0.85
H -3.285 0.776 5.657 0.37
H -3.894 1.388 4.133 0.30
C -3.669 -1.569 -2.804 -0.64
C -4.144 -3.000 -2.950 0.33
C -3.023 -3.934 -3.482 0.39
O -3.162 -5.137 -2.724 -0.36
C -3.861 -4.853 -1.585 0.66
O -3.909 -5.559 -0.633 -0.53
O -4.303 -3.592 -1.638 -0.38
H -3.769 -1.123 -3.795 0.48
H -2.653 -1.537 -2.415 -0.33
H -4.232 -0.965 -2.092 0.19
H -5.073 -3.036 -3.518 0.32
H -2.063 -3.422 -3.365 -0.44
H -3.107 -4.196 -4.538 0.41
C 0.676 3.145 -1.307 -0.13
C 0.825 4.317 -2.260 0.77
C 2.216 4.901 -2.492 -0.36
O 2.370 4.935 -3.916 -0.40
C 1.297 4.369 -4.500 0.69
O 1.113 4.324 -5.659 -0.57
O 0.462 3.853 -3.588 -0.55
H 0.603 3.498 -0.282 0.22
H 1.558 2.518 -1.382 0.13
H -0.242 2.593 -1.478 -0.50
H 0.079 5.062 -1.979 0.16
H 3.002 4.242 -2.111 0.25
H 2.323 5.863 -1.993 0.32
C 3.881 -0.512 5.391 -2.06
C 3.496 0.910 4.946 2.03
C 4.635 1.818 5.419 -1.29
C 4.547 3.171 4.731 -0.62
C 4.472 2.981 3.225 -1.52
C 3.314 2.107 2.731 2.41
N 3.402 0.878 3.486 -0.02
O 2.494 -0.116 3.021 0.04
C 2.022 2.941 2.764 -1.24
C 3.654 1.802 1.268 -1.88
C 2.173 1.238 5.638 -1.70
H 3.909 -0.567 6.484 0.42
H 4.915 -0.737 5.125 0.43
H 3.188 -1.226 4.955 0.33
H 4.680 1.843 6.509 0.35
H 5.581 1.366 5.104 0.42
H 5.441 3.747 4.983 0.43
H 3.637 3.707 5.023 0.30
H 5.402 2.585 2.799 0.51
H 4.445 4.006 2.828 0.33
H 1.816 3.278 3.780 0.28
H 2.055 3.718 2.012 0.48
H 1.207 2.229 2.577 -0.28
H 3.930 2.730 0.749 0.37
H 4.539 1.170 1.189 0.47
H 2.830 1.323 0.733 -0.06
H 1.861 2.280 5.547 0.28
H 2.165 0.946 6.691 0.47
H 1.357 0.633 5.221 0.23
H 1.635 0.232 3.335 0.05
C -3.193 3.649 -2.840 -1.74
C -3.722 3.477 -1.426 1.72
C -3.408 2.068 -0.927 -0.53
C -3.497 1.926 0.618 -1.06
C -2.585 2.992 1.199 0.73
C -2.929 4.416 0.806 2.08
N -2.987 4.487 -0.643 1.14
O -3.257 5.801 -1.130 -0.57
C -4.176 4.838 1.597 -2.11
C -1.743 5.284 1.249 -1.21
C -5.249 3.617 -1.383 -2.03
H -3.630 4.521 -3.344 0.38
H -3.502 2.815 -3.479 0.38
H -2.128 3.836 -2.963 0.08
H -4.223 1.413 -1.253 0.34
H -2.467 1.641 -1.276 -0.10
H -3.164 0.912 0.831 0.08
H -4.533 2.019 0.947 0.38
H -1.536 2.712 1.069 -0.80
H -2.670 2.850 2.287 -0.37
H -4.984 4.138 1.384 0.34
H -3.918 4.806 2.655 0.42
H -4.543 5.834 1.346 0.45
H -1.189 4.790 2.056 0.08
H -0.993 5.364 0.465 0.08
H -1.993 6.267 1.650 0.36
H -5.645 3.339 -0.404 0.32
H -5.759 2.918 -2.050 0.47
H -5.542 4.640 -1.618 0.40
H -2.376 6.134 -1.347 0.34
C 3.689 0.708 -3.064 -1.87
C 2.571 -0.124 -3.706 1.71
C 2.746 0.108 -5.197 -1.41
C 1.896 -0.815 -6.061 -0.58
C 2.260 -2.239 -5.685 -1.67
C 2.166 -2.598 -4.184 2.25
N 2.841 -1.525 -3.454 0.28
O 2.936 -1.820 -2.074 -0.44
C 0.698 -2.742 -3.730 -1.44
C 2.917 -3.903 -4.013 -1.91
C 1.273 0.473 -3.188 0.34
H 3.628 1.741 -3.428 0.24
H 4.695 0.325 -3.229 0.53
H 3.542 0.776 -1.982 0.12
H 2.579 1.141 -5.532 0.37
H 3.783 -0.033 -5.525 0.41
H 2.108 -0.719 -7.128 0.44
H 0.819 -0.684 -5.911 0.30
H 3.307 -2.433 -5.937 0.43
H 1.618 -2.944 -6.229 0.32
H 0.022 -2.155 -4.358 0.45
H 0.370 -3.789 -3.828 0.27
H 0.570 -2.517 -2.668 0.03
H 2.850 -4.217 -2.966 0.25
H 2.472 -4.698 -4.620 0.32
H 3.995 -3.888 -4.189 0.45
H 1.254 0.521 -2.100 -0.64
H 0.375 -0.043 -3.540 -0.05
H 1.227 1.484 -3.604 -0.09
H 2.053 -1.585 -1.638 0.29
```

Properties
Highest occupied orbital energy = -0.121 Ha
Total charge = -1
ΔE to the lowest compared entry with this formula, charge and spin = 0.0 kJ/mol
Electronic energy = -3516.0112 a.u.
Kohn-Sham gap = 5.316 eV


5.
# C3H11NO3

A cluster of 3 separate species, C3H11NO3 in total in a non-equilibrium geometry (the ωB97M-V functional and the def2-TZVPD basis, the OMol25 dataset).

The geometry in XYZ format:
```
18
Properties=species:S:1:pos:R:3:mulliken_charge:R:1
C 0.610 -1.284 -1.513 -0.82
N 0.599 -0.608 -0.174 -0.41
C -0.305 0.602 -0.244 -0.55
C -0.339 1.719 0.846 -0.05
O -1.070 2.647 0.991 -0.42
H 0.454 -0.540 -2.343 0.28
H -0.204 -2.038 -1.518 0.36
H 1.494 -1.909 -1.609 0.30
H 0.209 -1.274 0.500 0.26
H -0.051 1.160 -1.182 0.32
H -1.316 0.288 -0.326 0.56
H 0.629 1.664 1.614 0.18
O 2.966 1.058 -0.546 -0.67
H 2.784 1.693 0.187 0.30
H 2.429 0.276 -0.227 0.36
O -2.878 -1.509 1.962 -0.65
H -3.760 -0.965 2.030 0.34
H -2.250 -0.981 1.552 0.31
```

Properties
Highest occupied orbital energy = -0.365 Ha
ΔE to the lowest compared entry with this formula, charge and spin = 269.4 kJ/mol
Electronic energy = -401.3104 a.u.
Kohn-Sham gap = 10.365 eV


6.
# C5H8O

A cluster of 2 separate species, C5H8O in total (the ωB97M-V functional and the def2-TZVPD basis, the OMol25 dataset).

The geometry in XYZ format:
```
14
Properties=species:S:1:pos:R:3:mulliken_charge:R:1
C 1.428 0.684 -0.791 -0.69
C 1.149 -0.133 0.226 -0.33
C 0.355 -1.363 0.085 0.11
C -0.723 -1.513 -0.682 -0.83
H 1.015 0.486 -1.777 0.27
H 2.104 1.527 -0.688 0.28
H 1.577 0.069 1.208 0.41
H 0.723 -2.209 0.657 0.30
H -1.163 -0.676 -1.217 0.23
H -1.212 -2.477 -0.774 0.26
C -1.310 1.402 0.940 -0.11
O -2.253 0.699 0.675 -0.40
H -0.952 2.188 0.249 0.25
H -0.738 1.315 1.889 0.26
```

Properties
Highest occupied orbital energy = -0.340 Ha
ΔE to the lowest compared entry with this formula, charge and spin = 234.8 kJ/mol
Electronic energy = -270.4685 a.u.
Kohn-Sham gap = 10.009 eV